(1)
DFT (wB97M-V/def2-TZVPD) results for a 9-piece molecular cluster, C42H102F4N15O17P5 overall at a distorted geometry.

Cartesian coordinates (Å):
1 C -1.6642 -6.9271 -1.6721
2 N -0.7114 -7.2657 -2.7388
3 C -0.1292 -6.1047 -3.3868
4 P -0.5439 -8.9476 -3.2588
5 O 0.8174 -9.3148 -3.6117
6 N -1.2297 -9.9056 -2.0213
7 C -0.6318 -9.8464 -0.6488
8 C -1.7205 -11.2614 -2.4934
9 N -1.7798 -9.1021 -4.5240
10 C -3.0982 -8.5529 -4.3484
11 C -1.4127 -9.5131 -5.9206
12 H -2.5281 -6.4742 -2.1586
13 H -1.2441 -6.2378 -0.9396
14 H -2.0790 -7.6908 -1.0142
15 H 0.1437 -5.3964 -2.6046
16 H -0.7529 -5.7675 -4.2147
17 H 0.8340 -6.3501 -3.8340
18 H -0.1542 -8.8860 -0.4547
19 H -1.4119 -10.0786 0.0762
20 H 0.1582 -10.5785 -0.4818
21 H -2.4083 -11.2412 -3.3388
22 H -0.8679 -11.8234 -2.8745
23 H -2.0337 -11.8194 -1.6110
24 H -3.4077 -7.7424 -5.0083
25 H -3.8502 -9.2985 -4.6063
26 H -3.2695 -8.1766 -3.3398
27 H -2.0465 -10.3265 -6.2736
28 H -0.4787 -10.0749 -5.9113
29 H -1.3189 -8.7049 -6.6459
30 C -4.7262 7.3896 -6.4108
31 N -3.5327 7.5769 -5.5348
32 C -3.7379 8.3185 -4.2802
33 P -2.1800 6.5758 -5.7648
34 O -2.3525 5.0991 -5.6060
35 N -1.8707 6.9663 -7.4217
36 C -1.5396 5.8605 -8.3800
37 C -2.1383 8.2628 -7.9584
38 N -0.9187 7.3349 -4.8829
39 C -0.2837 8.6007 -5.2200
40 C -0.4298 6.8085 -3.6076
41 H -4.5936 7.2432 -7.4828
42 H -5.3319 8.2955 -6.4341
43 H -5.3225 6.5115 -6.1629
44 H -4.0431 7.7286 -3.4160
45 H -4.5894 8.9890 -4.3962
46 H -2.9211 9.0149 -4.0906
47 H -0.9136 5.1724 -7.8119
48 H -2.4328 5.3115 -8.6782
49 H -1.0902 6.0937 -9.3453
50 H -2.8065 8.1697 -8.8144
51 H -2.6212 9.0311 -7.3546
52 H -1.2397 8.7251 -8.3670
53 H 0.1550 9.1661 -4.3978
54 H 0.4967 8.4552 -5.9669
55 H -0.9836 9.2755 -5.7129
56 H -1.0942 7.1194 -2.8014
57 H 0.5993 7.1054 -3.4051
58 H -0.2993 5.7274 -3.5589
59 C -6.0453 -3.3177 4.5316
60 N -6.7192 -3.5406 5.7702
61 C -7.5207 -4.8120 5.9042
62 P -6.3882 -2.5887 7.1657
63 O -7.2483 -2.8335 8.3583
64 N -4.6817 -2.6326 7.5034
65 C -3.9924 -3.9429 7.3916
66 C -4.0264 -1.6545 8.4405
67 N -6.6063 -1.0285 6.4887
68 C -7.8973 -0.3395 6.6537
69 C -5.5916 -0.3421 5.7622
70 H -6.5257 -2.4340 4.1114
71 H -6.1552 -4.2427 3.9655
72 H -5.0196 -2.9671 4.6461
73 H -8.4597 -4.5960 6.4137
74 H -6.9681 -5.4822 6.5625
75 H -7.7030 -5.3133 4.9537
76 H -3.6569 -4.0320 6.3584
77 H -3.2026 -4.0354 8.1372
78 H -4.6066 -4.8148 7.6165
79 H -4.3731 -1.8159 9.4612
80 H -2.9424 -1.7347 8.3590
81 H -4.2851 -0.6169 8.2292
82 H -8.7423 -1.0119 6.5054
83 H -7.9895 0.0432 7.6701
84 H -8.1645 0.3228 5.8303
85 H -4.7114 -0.9309 5.5042
86 H -5.3616 0.6068 6.2468
87 H -6.1404 -0.0059 4.8825
88 C -0.5151 2.1149 4.3205
89 N 0.0823 0.8002 4.0869
90 C 0.5105 0.0692 5.2203
91 P 0.4188 0.3334 2.4827
92 O -0.6604 0.5243 1.4609
93 N 1.8556 1.2107 2.1890
94 C 1.8028 2.2967 1.2420
95 C 2.9364 1.2396 3.1990
96 N 0.9067 -1.3668 2.5309
97 C 1.8292 -1.8173 1.4505
98 C -0.0299 -2.3355 3.0435
99 H -1.5367 2.1201 4.7006
100 H -0.4935 2.7276 3.4193
101 H 0.1813 2.6620 4.9559
102 H 1.1442 0.6794 5.8638
103 H 1.1617 -0.7589 4.9404
104 H -0.3667 -0.4101 5.6549
105 H 2.2954 3.2095 1.5770
106 H 2.3169 2.1078 0.2996
107 H 0.7702 2.4900 0.9513
108 H 2.8672 0.3233 3.7853
109 H 3.9338 1.1889 2.7623
110 H 2.8383 2.0954 3.8669
111 H 2.8644 -1.5177 1.6138
112 H 1.9048 -2.9009 1.5414
113 H 1.4883 -1.7323 0.4187
114 H -0.5284 -1.9314 3.9246
115 H 0.3429 -3.3415 3.2362
116 H -0.8608 -2.4154 2.3426
117 C 7.3284 1.3030 -7.1516
118 N 6.1381 0.6244 -6.6646
119 C 5.7438 -0.5884 -7.3368
120 P 5.2713 1.3789 -5.3519
121 O 6.1323 2.4073 -4.6806
122 N 3.7542 1.8749 -5.8964
123 C 2.9453 1.1956 -6.9009
124 C 2.9723 2.7642 -5.0439
125 N 5.0393 0.1029 -4.2288
126 C 6.0889 -0.3302 -3.2879
127 C 3.9956 -0.8802 -4.4270
128 H 8.1277 0.9341 -6.5089
129 H 7.2994 2.3791 -6.9802
130 H 7.4865 0.9902 -8.1837
131 H 4.7836 -0.7484 -7.8272
132 H 5.6793 -1.4089 -6.6221
133 H 6.4810 -0.8456 -8.0974
134 H 3.6251 1.0536 -7.7410
135 H 2.4645 0.2744 -6.5721
136 H 2.0609 1.6987 -7.2918
137 H 3.6324 3.5908 -4.7810
138 H 1.9923 3.0181 -5.4479
139 H 2.7994 2.2532 -4.0968
140 H 6.8964 0.3876 -3.4324
141 H 5.7372 -0.3537 -2.2564
142 H 6.4803 -1.2949 -3.6105
143 H 3.8406 -1.4046 -3.4841
144 H 4.2681 -1.6237 -5.1761
145 H 3.0288 -0.4874 -4.7418
146 O 4.6397 8.3848 -1.0138
147 C 5.3436 7.3817 -1.1236
148 O 6.4207 7.2651 -1.9132
149 C 7.1482 6.1128 -1.6714
150 C 6.1665 5.2687 -0.8340
151 F 6.6741 4.5829 0.0985
152 O 5.3564 6.3278 -0.3317
153 H 7.3276 5.6421 -2.6380
154 H 8.0039 6.4320 -1.0764
155 H 5.5747 4.5599 -1.4132
156 O 1.2957 -0.8617 11.7891
157 C 1.6888 0.1851 11.2249
158 O 2.4897 0.1750 10.1402
159 C 3.1644 1.3927 9.9555
160 C 2.1732 2.2800 10.7300
161 F 1.3631 2.6745 9.8099
162 O 1.5918 1.4409 11.6257
163 H 4.1349 1.4881 10.4424
164 H 3.2400 1.6558 8.9005
165 H 2.6152 3.1728 11.1722
166 O 6.5266 -1.0318 7.2724
167 C 6.4449 -1.7204 6.2680
168 O 5.3086 -2.4054 5.9024
169 C 5.5220 -3.3103 4.8403
170 C 6.8942 -2.8013 4.3344
171 F 6.6437 -1.9747 3.2533
172 O 7.3830 -2.0847 5.4309
173 H 5.4796 -4.3079 5.2774
174 H 4.6744 -3.2072 4.1628
175 H 7.6118 -3.5828 4.0845
176 O -4.9216 4.8562 2.7476
177 C -4.8028 4.0970 1.7753
178 O -5.6834 3.0737 1.4966
179 C -5.0771 2.3527 0.4251
180 C -4.2573 3.4347 -0.2176
181 F -5.0361 3.9602 -1.2228
182 O -3.8923 4.1858 0.9715
183 H -4.5193 1.5137 0.8412
184 H -5.6542 1.8818 -0.3707
185 H -3.3233 3.1529 -0.7038

Its charge is 0. The lowest unoccupied orbital energy comes out at -0.01 eV. The calculation puts the energy above the lowest of the compared OMol25 structures with the same formula, charge and spin at 182.4 kcal/mol. The HOMO energy comes out at -8.14 eV. As for the SMILES: CN(C)P(=O)(N(C)C)N(C)C.CN(C)P(=O)(N(C)C)N(C)C.CN(C)P(=O)(N(C)C)N(C)C.CN(C)P(=O)(N(C)C)N(C)C.CN(C)P(=O)(N(C)C)N(C)C.O=C1OC[C@@H](F)O1.O=C1OC[C@@H](F)O1.O=C1OC[C@@H](F)O1.O=C1OC[C@@H](F)O1. The max |F| is 9.954 eV/Å.

(2)
DFT (wB97M-V/def2-TZVPD) results for C26H22Br6N4O8 as an isolated structure at a distorted geometry.

Cartesian coordinates (Å):
1 C -20.7175 -7.1877 -17.1764
2 Br -22.4669 -7.7270 -17.7871
3 Br -20.4466 -5.2574 -17.4766
4 Br -19.2024 -8.1925 -17.9058
5 H -20.6529 -7.4147 -16.1224
6 C -16.9931 1.5237 -10.6618
7 Br -18.2570 2.7999 -10.0428
8 Br -15.2283 2.3839 -10.7635
9 Br -17.4289 0.6842 -12.3625
10 H -16.8691 0.7403 -9.9289
11 C -23.2797 -7.9187 -10.1793
12 C -23.3061 -7.3519 -11.4546
13 C -24.1465 -6.2662 -11.6778
14 C -24.8259 -5.7117 -10.5948
15 C -24.6934 -6.2267 -9.3114
16 C -23.9268 -7.3575 -9.0917
17 N -25.5456 -4.4627 -10.8114
18 O -26.0246 -3.9125 -9.8440
19 O -25.6258 -4.0274 -11.9382
20 H -22.6707 -8.8086 -10.0682
21 H -22.9090 -7.8155 -12.3472
22 H -24.1114 -5.7121 -12.6046
23 H -25.2026 -5.6548 -8.5460
24 H -23.7836 -7.7461 -8.0949
25 C -17.5970 -7.3737 -6.3126
26 C -18.1058 -6.6478 -7.3782
27 C -18.8505 -7.2942 -8.3587
28 C -18.9901 -8.6829 -8.3717
29 C -18.3291 -9.4068 -7.3867
30 C -17.6304 -8.7726 -6.3702
31 N -19.6664 -9.3128 -9.4964
32 O -19.9945 -8.6376 -10.4449
33 O -19.8131 -10.5175 -9.4079
34 H -17.0128 -6.9048 -5.5324
35 H -18.1003 -5.5668 -7.3736
36 H -19.3618 -6.7194 -9.1205
37 H -18.2622 -10.4828 -7.4818
38 H -17.0422 -9.3887 -5.7066
39 C -14.5353 1.1289 -14.3736
40 C -15.0454 -0.0294 -14.9265
41 C -14.6436 -0.5116 -16.1526
42 C -13.7113 0.2377 -16.8654
43 C -13.1473 1.3953 -16.3064
44 C -13.5456 1.8335 -15.0521
45 N -13.2638 -0.2484 -18.1363
46 O -13.5643 -1.3760 -18.4779
47 O -12.5742 0.4700 -18.8358
48 H -14.9478 1.4743 -13.4359
49 H -15.7767 -0.6103 -14.3782
50 H -15.0029 -1.4381 -16.5756
51 H -12.3831 1.8954 -16.8852
52 H -13.1350 2.7817 -14.7344
53 C -19.6618 -6.4978 -13.2197
54 C -20.2440 -5.3172 -12.7808
55 C -19.7053 -4.0990 -13.1739
56 C -18.5361 -4.1075 -13.9524
57 C -18.0084 -5.2876 -14.4459
58 C -18.5859 -6.4920 -14.0902
59 N -17.8939 -2.8453 -14.3083
60 O -18.2005 -1.8679 -13.6614
61 O -17.1181 -2.8430 -15.2338
62 H -20.0460 -7.4457 -12.8606
63 H -21.0058 -5.3225 -12.0120
64 H -20.2376 -3.1643 -13.0645
65 H -17.2053 -5.2724 -15.1706
66 H -18.2635 -7.4413 -14.4970

Its charge is 0. The lowest unoccupied orbital energy comes out at -1.10 eV. The calculation puts the energy above the lowest of the compared OMol25 structures with the same formula, charge and spin at 22.2 kcal/mol. The HOMO energy comes out at -9.79 eV. The max |F| is 2.120 eV/Å.